No. 1
DFT (ωB97M-V/def2-TZVPD) results for a molecular structure, HN2O3S at a distorted geometry.

## Properties
**LUMO level**: 3.7 eV
**Charge**: -1
**Frontier orbital gap**: 6.84 eV
**E_HOMO**: -3.14 eV

Element x y z (Å)
N1 1.9414 1.3127 -0.0788
N2 1.3711 0.5256 0.4687
O1 -1.2496 -1.6866 -1.1142
O2 2.3971 2.2150 -0.7190
O3 -2.1472 -1.6397 1.1580
S1 -1.8835 -0.7563 -0.0855
H1 -0.4293 0.0294 0.3707



No. 2
DFT (ωB97M-V/def2-TZVPD) results for a single C4H6ClNOS molecule at a distorted geometry.

## Properties
**<S²>**: 2.0081
**LUMO level (spin up / spin down)**: 0.7 / -3.9 eV
**Charge**: 0
**Frontier orbital gap (spin up / spin down)**: 7.32 / 7.14 eV
**Multiplicity**: 3
**E_HOMO (spin up / spin down)**: -6.67 / -11.02 eV

Element x y z (Å)
C1 -0.8473 1.9148 0.4414
C2 1.4776 -1.1006 -0.1811
C3 0.9660 0.2155 0.3388
C4 -0.4661 0.6641 -0.3479
N1 -1.1102 2.7355 1.2030
O1 -1.3775 -1.8202 0.0640
S1 -1.7519 -0.4653 0.4019
Cl1 -3.4057 -0.0317 -0.8414
H1 0.6895 -1.8871 0.0638
H2 1.5342 -0.9117 -1.2608
H3 2.4686 -1.4487 0.2262
H4 1.4827 1.0878 -0.0954
H5 0.7330 0.3076 1.3447
H6 -0.3927 0.7399 -1.3572



Calculated values (kcal per mole) of energy relative to the best compared isomer or geometry (same formula, charge and spin) for the records, taken in order: 106.1; 29.3.
Calculated values (Eh) of electronic energy for the records, taken in order: -733.94701; -1144.18495.